Entry 1:
DFT (wB97M-V/def2-TZVPD) results for a gas-phase ion, C5H8BrN2O2S (charge +1).

Geometry (Å):
C (-2.38879, -1.48013, -0.11969)
C (-2.48702, 0.04485, -0.15683)
C (-0.21865, 0.01543, -0.25369)
C (1.94542, -0.44825, 0.35720)
C (1.49353, 1.93685, 0.00110)
N (-1.33275, 0.76667, -0.35449)
N (0.99714, 0.51758, -0.05491)
O (-0.04513, -2.40212, -1.33953)
O (-0.31455, -2.33873, 1.06845)
S (-0.66804, -1.82620, -0.20598)
Br (-3.97163, 1.08095, 0.09453)
H (-3.15588, -2.10810, 0.05844)
H (2.40608, -0.36185, 1.37380)
H (1.45102, -1.42729, 0.29472)
H (2.80835, -0.63130, -0.32201)
H (1.98202, 2.23344, -1.02770)
H (0.60204, 2.65099, 0.21026)
H (2.15946, 1.92145, 0.87003)
H (-1.26260, 1.85574, -0.49368)

Atoms 1-6, force components in eV/Å:
C 2.96 9.14 -1.46
C -0.65 -6.10 -0.11
C 1.14 1.92 0.68
C 2.39 -3.18 -0.06
C -1.78 0.78 -1.39
N 1.87 2.09 -0.64

Summary:
Structure (SMILES): C[N+](C)=C1NC(Br)=CS1(=O)=O
Total charge: +1
Gap between HOMO and LUMO, eV: 8.2
HOMO energy, Ha: -0.4917

The molecule's Löwdin atomic charges, reported in e, are given here: -0.071 -0.741 -0.179 -0.059 0.035 0.015 -0.125 -0.218 -0.245 0.696 0.939 0.054 0.139 0.054 0.132 0.152 0.114 0.099 0.209

Entry 2:
DFT (wB97M-V/def2-TZVPD) results for a molecular structure, C5H8Cl2IrO2S2.

Geometry (Å):
Ir (-0.49537, -0.37935, -0.14632)
Cl (-1.89855, 1.21389, 1.67431)
C (-2.63454, 2.12875, 0.33699)
Cl (-2.12457, 1.38368, -1.19275)
H (-2.27239, 3.14948, 0.36442)
H (-3.71339, 2.07446, 0.41394)
C (4.35931, 1.02923, -0.75044)
O (3.36559, 0.33569, -1.53487)
C (2.17521, 0.17459, -1.07498)
S (0.99702, -0.54178, -2.07505)
S (1.64444, 0.65022, 0.47075)
H (5.29772, 0.88154, -1.27126)
H (4.41344, 0.61916, 0.25665)
H (4.11634, 2.08979, -0.70472)
C (-2.66370, -2.39356, 0.85366)
C (-1.18662, -2.18506, 0.66909)
O (-0.32406, -2.92015, 0.96899)
H (-2.84475, -3.44445, 1.06592)
H (-3.22046, -2.07682, -0.02670)
H (-2.99067, -1.78932, 1.70237)

Atoms 1-6, force components in eV/Å:
Ir 0.95 0.81 0.10
Cl 0.22 -0.46 -0.12
C 0.05 -0.06 -0.12
Cl -0.59 0.07 -0.35
H 0.05 -0.01 0.01
H 0.00 -0.06 0.04

Summary:
Total charge: +1
Gap between HOMO and LUMO (spin up / spin down), eV: 7.1 / 7.0
HOMO energy (spin up / spin down), Ha: -0.4549 / -0.4463

The molecule's Löwdin atomic charges, reported in e, are given here: 0.488 0.590 -0.876 0.570 0.050 0.048 -0.030 -0.131 -1.240 0.689 0.667 0.108 0.088 0.106 -0.037 -0.469 0.117 0.099 0.083 0.081

Entry 3:
DFT (wB97M-V/def2-TZVPD) results for a molecular structure, C5H8Cl3N5.

Geometry (Å):
C (2.22469, -2.00675, 0.39752)
C (1.29591, -0.99979, 0.58118)
C (1.59191, 0.25460, 0.16703)
C (0.04168, -1.25598, 1.24997)
C (-0.78585, 0.69975, -0.52785)
N (2.97838, -2.87830, 0.29576)
N (0.50622, 1.23794, 0.04491)
N (-1.29807, -0.27952, 0.38960)
N (0.73829, 2.49786, -0.55962)
N (-2.39745, -0.99437, 0.04025)
Cl (3.14770, 0.93611, -0.34120)
Cl (-0.53977, -2.91358, 1.17585)
Cl (-0.25060, -0.06431, -2.22968)
H (-0.08104, -0.62970, 2.23551)
H (-1.46212, 1.57538, -0.83363)
H (0.33711, 3.17388, 0.02040)
H (0.19848, 2.70995, -1.50223)
H (1.82259, 2.62879, -0.36867)
H (-2.34767, -1.96442, 0.43336)
H (-2.51488, -1.17675, -0.98442)
H (-3.20551, -0.55079, 0.31596)

Atoms 1-6, force components in eV/Å:
C 1.94 -2.23 0.04
C 0.44 2.37 -0.80
C -0.11 2.15 -1.03
C -3.51 1.72 0.68
C 1.00 -0.69 -0.47
N -0.62 0.75 -0.03

Summary:
Total charge: +2
Gap between HOMO and LUMO, eV: 9.0
HOMO energy, Ha: -0.6325

The molecule's Löwdin atomic charges, reported in e, are given here: -0.219 -0.331 -0.514 -0.404 -0.493 0.274 -0.150 -0.122 0.177 0.158 0.859 0.847 0.587 0.182 0.151 0.150 0.235 0.157 0.114 0.187 0.156

Entry 4:
DFT (wB97M-V/def2-TZVPD) results for C5H8ClF in the gas phase.

Geometry (Å):
C (0.24704, -1.15909, 1.57194)
C (0.61162, 0.30083, 1.30558)
C (0.39306, 0.61025, -0.04044)
C (-0.67735, 0.08133, -0.77848)
C (-0.60646, 0.72748, -2.17013)
H (0.92547, -2.09545, 1.28678)
H (-0.89487, -1.41064, 1.34057)
H (0.30025, -1.12503, 2.67743)
H (1.64536, 0.46078, 1.69558)
H (0.04111, 1.00796, 2.18350)
H (1.02093, 1.29747, -0.64788)
H (-1.62377, -0.66198, -0.44194)
H (0.28164, 1.53754, -1.92494)
F (-1.70035, 1.05882, -2.80622)
Cl (0.03631, -0.63026, -3.25136)

Atoms 1-6, force components in eV/Å:
C -1.47 -2.08 2.04
C 0.75 -0.01 4.88
C -3.51 -0.16 -3.97
C -0.18 1.27 1.07
C 3.38 -1.50 1.57
H -1.25 2.54 -0.08

Summary:
Structure (SMILES): CC/C=C/[C@H](F)Cl
Gap between HOMO and LUMO, eV: 10.0
HOMO energy, Ha: -0.3449

The molecule's Löwdin atomic charges, reported in e, are given here: -0.157 -0.324 -0.178 -0.109 -0.733 0.121 0.093 0.053 0.113 0.184 0.100 0.177 0.134 -0.012 0.539

Entry 5:
DFT (wB97M-V/def2-TZVPD) results for 2 unconnected molecules or ions with the total composition C5H8ClN.

Geometry (Å):
C (-1.42164, 1.07465, 0.82887)
C (-1.04563, 0.09742, -0.04591)
C (1.57965, 0.68230, 0.70229)
C (-1.95678, -0.87017, -0.77393)
C (2.84796, 0.21281, 0.10648)
N (0.13327, -0.24863, -0.47455)
Cl (1.30460, 0.62702, 2.31093)
H (-0.66689, 1.86640, 0.98525)
H (-2.47259, 1.12008, 1.05407)
H (-2.62386, -0.36234, -1.58232)
H (-1.26058, -1.66517, -1.19454)
H (-2.57363, -1.52714, -0.04059)
H (3.73769, 0.10408, 0.82411)
H (2.61717, -0.80129, -0.21327)
H (3.11374, 0.89217, -0.77686)

Atoms 1-6, force components in eV/Å:
C 0.34 1.10 -0.21
C 0.34 -1.92 -1.45
C -1.99 -1.48 -3.36
C -1.80 -1.81 -0.08
C 1.30 0.54 -0.10
N 3.81 2.69 2.77

Summary:
Gap between HOMO and LUMO (spin up / spin down), eV: 8.7 / 6.7
HOMO energy (spin up / spin down), Ha: -0.3248 / -0.2824

The molecule's Löwdin atomic charges, reported in e, are given here: 0.053 -0.582 -0.661 -0.096 -0.212 0.160 0.706 0.052 0.065 0.103 0.076 0.098 0.089 0.054 0.095

Entry 6:
DFT (wB97M-V/def2-TZVPD) results for C5H8ClN in the gas phase.

Geometry (Å):
C (-0.88598, -0.19605, -0.00010)
C (0.02892, -1.29846, 0.34204)
C (1.25023, -0.81440, -0.40649)
C (-0.22988, 1.02961, -0.70029)
C (-0.99691, 1.19442, 0.55438)
H (0.44770, -1.51510, 1.35174)
H (-0.56238, -2.10639, 0.07391)
H (1.65164, -1.30621, -1.38968)
H (2.13356, -0.96791, 0.19199)
H (1.59793, 0.84933, 0.29240)
H (-0.60083, 1.47851, -1.76805)
H (-1.84043, 1.82158, 0.74943)
H (-0.48119, 1.60451, 1.62832)
N (1.10218, 0.63885, -0.51436)
Cl (-2.61457, -0.41228, -0.40522)

Atoms 1-6, force components in eV/Å:
C -3.65 3.53 0.73
C 0.97 0.61 0.53
C 2.23 -1.31 -2.80
C -1.43 -0.38 -1.58
C 3.26 2.46 4.86
H -1.30 0.76 -0.08

Summary:
Structure (SMILES): Cl[C@@]12CCN[C@@H]1C2
Gap between HOMO and LUMO, eV: 10.1
HOMO energy, Ha: -0.3328

The molecule's Löwdin atomic charges, reported in e, are given here: -0.719 -0.147 -0.207 -0.281 -0.208 0.135 0.077 0.143 0.096 0.083 0.190 0.064 0.165 -0.034 0.642

Entry 7:
DFT (wB97M-V/def2-TZVPD) results for 2 unconnected molecules or ions with the total composition C5H8ClNO.

Geometry (Å):
C (0.17728, 0.28825, -1.59135)
C (0.82210, 1.19701, -0.78596)
C (-2.26465, -0.37754, 1.09217)
C (1.93987, 2.10627, -1.32115)
C (-0.96589, -2.46159, 1.82790)
N (-1.43053, -1.10215, 1.55908)
O (-2.86978, 0.58480, 0.81842)
Cl (0.69367, 1.26726, 0.85519)
H (-0.55774, -0.43885, -1.22021)
H (0.43628, 0.15025, -2.64204)
H (1.72609, 2.32284, -2.35417)
H (2.81599, 1.49419, -1.47515)
H (2.09616, 2.94828, -0.68331)
H (0.08060, -2.37467, 1.58640)
H (-0.98046, -2.44796, 2.89557)
H (-1.71899, -3.15637, 1.43862)

Atoms 1-6, force components in eV/Å:
C 0.63 0.81 1.55
C 0.31 -1.42 -4.13
C 1.48 0.31 1.26
C -1.04 -1.68 -0.71
C -1.15 2.37 0.38
N -0.82 -0.28 -0.77

Summary:
Structure (SMILES): C=C(C)Cl.CN=C=O
Gap between HOMO and LUMO, eV: 9.7
HOMO energy, Ha: -0.3318

The molecule's Löwdin atomic charges, reported in e, are given here: -0.016 -0.849 -0.394 -0.126 -0.060 0.037 0.119 0.756 0.043 0.059 0.067 0.074 0.053 0.077 0.066 0.095

Entry 8:
DFT (wB97M-V/def2-TZVPD) results for C5H8ClNO in the gas phase.

Geometry (Å):
C (-1.93718, -0.26817, 0.66038)
C (-0.70058, 0.68327, 0.58516)
C (1.29099, 0.50350, -0.23552)
C (1.24109, -0.90173, -0.59644)
C (-0.76742, -0.78956, 0.15178)
H (-2.07705, -0.34797, 1.67556)
H (-0.53464, 1.05281, 1.62704)
H (0.23114, 2.38036, -0.12291)
H (2.04772, 1.01854, -0.67743)
H (1.62032, 0.40568, 0.76724)
H (1.14812, -0.94064, -1.76431)
H (2.19526, -1.51002, -0.51609)
H (-0.89328, -0.88127, -1.01086)
N (0.10236, 1.34417, -0.38064)
O (0.32121, -1.57745, 0.32300)
Cl (-3.28808, -0.17154, -0.48596)

Atoms 1-6, force components in eV/Å:
C -1.82 1.81 -1.00
C -1.39 -0.73 0.68
C 0.52 1.78 1.14
C 1.29 -2.89 -2.26
C 1.92 0.41 -4.12
H -1.47 -0.23 2.09

Summary:
Structure (SMILES): Cl[C@@H]1[C@@H]2NCCO[C@@H]12
Gap between HOMO and LUMO, eV: 9.7
HOMO energy, Ha: -0.3240

The molecule's Löwdin atomic charges, reported in e, are given here: -0.560 -0.250 -0.256 -0.190 -0.417 0.090 0.157 0.156 0.098 0.117 0.160 0.149 0.165 0.002 -0.044 0.625

Entry 9:
DFT (wB97M-V/def2-TZVPD) results for C5H8ClNS in the gas phase.

Geometry (Å):
C (1.18004, 0.21895, 1.59954)
C (1.25179, -0.93312, 0.64451)
C (-0.76661, -0.14590, -0.65010)
C (-1.92608, -0.67368, -1.02654)
C (-0.54875, 1.34431, -0.69674)
H (1.55519, 1.14334, 1.09695)
H (0.14486, 0.40528, 1.95441)
H (1.82598, 0.01162, 2.46560)
H (0.37965, -1.84127, -0.89854)
H (-2.71631, -0.05794, -1.42539)
H (-2.12950, -1.75840, -0.98626)
H (-1.43143, 1.81332, -1.17490)
H (-0.43478, 1.78391, 0.30302)
N (0.32014, -1.01042, -0.32899)
S (2.41152, -2.10379, 0.77627)
Cl (0.88429, 1.80379, -1.65286)

Atoms 1-6, force components in eV/Å:
C 0.06 0.69 0.29
C 0.22 -0.29 0.09
C 0.34 -0.13 -0.03
C -0.22 -0.73 -0.06
C -0.73 0.32 0.14
H -0.26 -0.62 0.36

Summary:
Structure (SMILES): C=C(CCl)NC(C)=S
Gap between HOMO and LUMO, eV: 8.7
HOMO energy, Ha: -0.3093

The molecule's Löwdin atomic charges, reported in e, are given here: -0.121 -0.880 -0.397 0.076 -0.546 0.079 0.090 0.071 0.121 0.063 0.083 0.083 0.062 0.002 0.630 0.584

Entry 10:
DFT (wB97M-V/def2-TZVPD) results for a molecular structure, C5H8CsMgO4.

Geometry (Å):
C (1.15749, -3.05216, 1.74902)
C (1.78234, -1.73320, 1.57330)
O (1.19160, -0.72296, 1.18018)
Cs (3.22502, 2.08371, 1.03962)
H (1.74376, -3.60551, 2.50033)
H (0.16300, -2.89998, 2.19856)
H (1.07761, -3.61910, 0.81596)
H (0.54176, 2.65242, -1.81902)
O (0.30083, 1.44098, -0.17207)
C (-2.55409, 0.22463, -0.50486)
C (-0.26219, 2.26653, -1.14440)
O (-3.67706, -0.11395, -0.16573)
O (-2.52376, 1.22178, -1.45604)
C (-1.27320, 1.57629, -2.05220)
Mg (-0.59558, -0.18261, 0.32798)
H (-0.76391, 3.12907, -0.66733)
H (-0.80539, 0.68257, -2.50014)
H (-1.53216, 2.25753, -2.87289)
H (2.80391, -1.60605, 1.96971)

Atoms 1-6, force components in eV/Å:
C -0.12 -0.38 0.87
C -0.45 0.96 0.47
O 0.63 -1.03 0.25
Cs -0.58 0.03 -0.28
H -0.15 -0.07 -0.55
H 0.11 -0.11 -0.43

Summary:
Total charge: +1
Gap between HOMO and LUMO, eV: 6.0
HOMO energy, Ha: -0.3830

The molecule's Löwdin atomic charges, reported in e, are given here: -0.006 -0.208 -0.093 0.997 0.106 0.112 0.118 0.116 -0.487 -0.440 -0.358 -0.012 -0.083 -0.205 0.926 0.124 0.121 0.132 0.142

Entry 11:
DFT (wB97M-V/def2-TZVPD) results for 2 unconnected molecules or ions with the total composition C5H8F3NO.

Geometry (Å):
C (1.41202, 0.06116, 1.75352)
C (-1.14072, 1.20627, -0.47141)
C (0.37378, -0.69079, 1.51972)
C (-0.87267, -0.23457, -0.94302)
C (0.33264, -0.49324, -1.79192)
N (-1.73222, -1.14800, -0.71434)
O (1.31304, 1.20831, 2.39822)
F (1.39069, 0.22177, -1.25814)
F (0.20390, -0.03272, -2.98983)
F (0.79108, -1.73491, -1.80074)
H (2.38818, -0.13250, 1.30047)
H (-1.05354, 1.22038, 0.62173)
H (-0.20108, 1.76159, -0.72337)
H (-2.09410, 1.56726, -0.79617)
H (0.64247, -1.61783, 1.10421)
H (-0.68480, -0.56035, 1.72446)
H (0.49383, 1.52187, 2.16449)
H (-1.56250, -2.12371, -1.09788)

Atoms 1-6, force components in eV/Å:
C 0.65 -0.54 -0.65
C 2.83 -0.97 0.39
C -0.54 -1.44 -0.01
C -2.37 -1.00 0.22
C 2.41 1.09 2.30
N 0.21 -0.46 -0.41

Summary:
Structure (SMILES): [H]/N=C(/C)C(F)(F)F.C=CO
Gap between HOMO and LUMO, eV: 10.0
HOMO energy, Ha: -0.3403

The molecule's Löwdin atomic charges, reported in e, are given here: -0.294 -0.002 -0.029 -0.345 -0.640 0.168 0.051 0.080 0.209 0.162 0.130 0.055 0.100 0.080 0.052 0.079 0.042 0.101

Entry 12:
DFT (wB97M-V/def2-TZVPD) results for C5H8F3NO3S2 in the gas phase.

Geometry (Å):
C (-0.79845, 0.79162, 0.56425)
C (-1.60287, 1.06815, 1.83123)
C (-2.71388, -0.44146, -2.33123)
C (-1.16794, 0.40910, -0.66548)
C (3.61572, -0.36263, -0.17657)
N (-2.41955, 0.19766, -1.07442)
O (3.73235, -1.40094, 2.14584)
O (1.71914, -2.01737, 0.86323)
O (2.01722, 0.22621, 1.93554)
F (2.82706, -0.11149, -1.23750)
F (4.36178, -1.39306, -0.60442)
F (4.35179, 0.69059, 0.17493)
S (0.90476, 1.19668, 0.82779)
S (2.66064, -1.00367, 1.27182)
H (-1.24479, 1.99008, 2.23510)
H (-2.65846, 1.19692, 1.77684)
H (-1.42089, 0.10611, 2.49710)
H (-1.83302, -0.54302, -3.00564)
H (-3.33521, -1.36874, -2.08620)
H (-3.32586, 0.10935, -2.97871)
H (-0.37952, 0.30316, -1.39935)
H (-3.29005, 0.35675, -0.56414)

Atoms 1-6, force components in eV/Å:
C 1.57 0.73 2.62
C 0.74 -2.85 0.23
C 0.03 -1.72 -0.16
C -0.11 -0.25 0.14
C -0.66 -0.87 -1.08
N -0.90 0.17 -0.98

Summary:
Structure (SMILES): CN/C=C(\C)SOS(=O)(=O)C(F)(F)F
Gap between HOMO and LUMO, eV: 8.4
HOMO energy, Ha: -0.3274

The molecule's Löwdin atomic charges, reported in e, are given here: -0.582 -0.122 -0.088 -0.180 -0.668 -0.039 -0.255 -0.260 -0.545 0.093 0.133 0.157 1.021 0.567 0.046 0.044 0.130 0.104 0.114 0.051 0.123 0.155